*P*
This record from the Open Molecules 2025 dataset describes a 12-piece molecular cluster, H24O12 overall. The level of theory is ωB97M-V/def2-TZVPD.

Last column: Löwdin charge in e.
Element x y z (Å)
O  -0.14040  -0.58779  3.41851  -0.04
O  -2.84509  -1.48522  -3.93706  -0.04
O  -4.86097  -1.55728  -0.20947  -0.05
O  1.93337  -3.64313  4.63104  -0.05
O  2.10807  1.40464  -2.96073  -0.05
O  -3.93031  2.23208  0.96339  -0.05
O  -2.61228  1.65267  -2.44924  -0.05
O  3.54818  2.06343  1.80719  -0.04
O  4.55536  -1.22279  0.48219  -0.05
O  0.34013  -0.32903  -0.15070  -0.04
O  2.39326  -3.06290  -2.16595  -0.05
O  -0.02959  3.77041  0.85879  -0.05
H  -2.79846  0.74858  -2.70262  0.00
H  -0.44847  -0.67390  -0.56951  0.03
H  4.47471  -0.34205  0.84829  0.01
H  0.04568  3.66862  -0.09000  0.03
H  -0.85350  3.33733  1.08201  0.02
H  1.79975  -2.93792  3.99775  0.02
H  2.66464  2.30179  1.52652  0.02
H  3.04196  1.52617  -2.78949  0.03
H  1.75715  1.05620  -2.14118  0.01
H  1.20141  -4.24162  4.48175  0.03
H  2.23016  -2.33539  -1.56565  0.01
H  -3.38564  -1.32399  -4.71039  0.04
H  -2.32773  2.07527  -3.25959  0.04
H  5.18242  -1.12815  -0.23479  0.03
H  0.23222  0.22007  3.77173  0.04
H  -3.49981  2.15836  0.11164  0.01
H  0.32389  -0.69809  0.73232  0.02
H  3.34533  -3.16185  -2.17004  0.03
H  -5.38571  -1.17414  0.49345  0.03
H  -4.56729  2.93752  0.85008  0.03
H  -2.12004  -2.02113  -4.25855  0.04
H  -4.15077  -0.93060  -0.34768  0.01
H  -0.87512  -0.78698  3.99881  0.04
H  3.65345  2.49081  2.65718  0.03

Values from the calculation:
HOMO-LUMO gap = 11.2 eV
SMILES = O.O.O.O.O.O.O.O.O.O.O.O



*Q*
This record from the Open Molecules 2025 dataset describes H24O12 as an isolated structure. The level of theory is ωB97M-V/def2-TZVPD.

Last column: Löwdin charge in e.
Element x y z (Å)
O  -3.00575  0.79731  -1.23288  0.02
O  -0.39667  -2.39254  -0.94334  -0.05
O  -1.63461  -0.39684  -2.59430  -0.10
O  2.47490  -1.59724  1.45634  -0.05
O  2.24167  -1.55916  -1.40740  -0.05
O  0.24704  3.06373  -1.56426  0.02
O  -2.10661  0.97853  2.36218  0.06
O  -0.19469  0.32832  0.12142  -0.07
O  1.75055  2.25395  1.15922  -0.08
O  -0.12468  -2.35599  2.12109  -0.09
O  -0.08198  -0.41381  3.66002  -0.08
O  0.99070  0.73887  -2.46455  -0.02
H  1.06185  3.57325  -1.70631  0.09
H  -0.08250  -2.87252  1.24906  0.11
H  3.07110  -1.46024  2.16362  0.03
H  -3.47690  0.12126  -0.66082  0.15
H  -0.10175  -3.11709  2.74987  0.12
H  -0.56589  0.18952  3.23718  -0.11
H  2.45281  -1.76817  -0.53789  -0.04
H  0.95964  1.12232  -3.34182  0.08
H  -2.92183  1.62862  -0.75961  0.10
H  -2.65966  0.67925  1.82494  -0.10
H  -0.95217  0.18552  -2.39885  -0.07
H  -0.13056  -0.65983  0.04734  0.04
H  -0.86141  0.62928  -0.54579  0.03
H  -0.90495  -1.64185  -1.27285  0.00
H  -1.36114  0.86399  1.76997  0.02
H  1.57719  -1.82183  1.83888  0.02
H  2.12142  -0.63758  -1.75360  0.04
H  0.22613  -1.17589  2.96149  0.03
H  2.32671  1.53420  0.79691  0.05
H  -2.28121  0.33326  -2.19840  -0.04
H  -0.32999  3.69514  -1.73975  -0.02
H  0.96359  2.13950  0.59592  -0.02
H  1.17744  1.42209  -1.89829  -0.03
H  0.53223  -2.40735  -1.09474  -0.01

Values from the calculation:
HOMO-LUMO gap = 9.3 eV



*R*
This record from the Open Molecules 2025 dataset describes a 12-piece molecular cluster, H24O12 overall. The level of theory is ωB97M-V/def2-TZVPD.

Last column: Löwdin charge in e.
Element x y z (Å)
O  1.91492  -1.57589  -0.82400  -0.03
O  3.97405  -1.06653  1.09156  -0.05
O  -2.08618  1.46780  0.76343  -0.07
O  -1.71655  -1.38644  2.28534  -0.07
O  -0.34385  -2.94423  -1.55121  -0.02
O  -2.66016  1.02515  -1.89468  -0.08
O  0.30683  0.82393  2.85530  -0.05
O  0.13759  -0.15005  -3.60690  -0.08
O  0.12176  3.54534  1.17870  -0.06
O  -2.40102  -1.63176  -0.44676  -0.06
O  2.63350  1.47798  0.96830  -0.06
O  0.81840  1.15984  -0.98405  -0.06
H  0.82939  0.08436  -2.96837  0.01
H  -2.40444  1.72196  -0.12152  0.02
H  -0.77227  3.16905  1.23555  0.01
H  -1.70514  -1.73383  3.21049  0.08
H  4.12830  -1.69093  1.81233  0.06
H  -2.16050  0.97758  -2.76386  0.08
H  3.28111  2.18838  0.82172  0.08
H  3.15969  0.65942  0.99848  0.02
H  -0.93215  -0.82071  2.26761  0.02
H  -2.40390  -1.81265  0.51503  0.04
H  0.15343  -1.13461  -3.50326  0.04
H  1.02837  0.79563  2.20714  0.02
H  1.33884  -2.30078  -0.96040  -0.02
H  -0.02447  1.55307  -0.78037  0.01
H  3.43171  -1.56729  0.48762  0.00
H  -3.35760  -1.75240  -0.63742  0.10
H  -2.38103  0.20960  -1.45027  0.00
H  -0.09186  4.32021  0.61058  0.06
H  -1.15508  -2.68792  -1.11849  -0.01
H  -2.68112  0.72111  0.96599  0.05
H  1.37678  1.55909  -0.28091  0.01
H  -0.33228  1.34604  2.35405  0.00
H  1.43884  -0.76580  -0.80294  -0.02
H  -0.46391  -3.78374  -1.93383  0.03

Values from the calculation:
HOMO-LUMO gap = 11.0 eV
SMILES = O.O.O.O.O.O.O.O.O.O.O.O



*S*
This record from the Open Molecules 2025 dataset describes a 12-piece molecular cluster, H24O12 overall. The level of theory is ωB97M-V/def2-TZVPD.

Last column: Löwdin charge in e.
Element x y z (Å)
O  1.32286  0.03516  -2.55620  -0.06
O  3.25701  -0.67653  -0.47811  -0.04
O  -0.40655  -2.15645  -3.09618  -0.08
O  -2.61898  0.98276  0.90940  -0.03
O  -0.05223  -0.12157  0.18445  -0.05
O  0.54950  2.98982  -0.38872  -0.05
O  2.50581  -0.48493  2.18106  -0.08
O  -1.42590  -2.19335  1.84288  -0.04
O  1.45003  2.25816  2.21531  -0.05
O  -0.98474  1.92590  -2.57305  -0.07
O  -2.76898  -1.33700  -1.72512  -0.05
O  -0.28656  -0.28095  3.49242  -0.06
H  -0.59056  2.25786  -1.74256  -0.01
H  2.02299  2.22050  2.98793  0.06
H  -0.69660  -2.72057  1.49392  0.07
H  -2.80648  -2.30382  -1.73418  0.06
H  2.04688  -0.46096  -2.13356  0.03
H  -0.61472  -0.51256  2.60694  0.00
H  1.58662  0.95787  -2.49551  0.05
H  -3.06849  0.13428  0.99387  0.03
H  0.24086  -1.43334  -3.03662  -0.01
H  -2.06066  -2.15273  1.11989  0.03
H  0.40338  -0.64845  -0.48529  0.02
H  -3.14675  1.47475  0.26831  0.05
H  2.28703  -0.86424  1.32176  -0.01
H  -0.25598  -1.11957  3.96164  0.05
H  -1.69409  1.34308  -2.28785  0.01
H  1.23256  2.32446  -0.50899  0.02
H  -3.67651  -1.05714  -1.55309  0.06
H  -1.26738  -1.72937  -2.98280  -0.01
H  1.67430  -0.12956  2.50904  -0.03
H  0.74127  1.62649  2.40504  0.02
H  3.58900  0.21448  -0.64426  0.07
H  -0.98396  -0.17028  -0.06018  -0.01
H  4.02741  -1.24872  -0.58478  0.07
H  0.46859  3.05651  0.57318  0.03

Values from the calculation:
HOMO-LUMO gap = 9.9 eV
SMILES = O.O.O.O.O.O.O.O.O.O.O.O



Most stable structure: *R*



*P*
This record from the Open Molecules 2025 dataset describes C2H3NOS as an isolated structure. The level of theory is ωB97M-V/def2-TZVPD.

Last column: Löwdin charge in e.
Element x y z (Å)
S  -0.48475  -0.46110  -1.52032  0.92
O  1.85779  1.00144  -1.87185  0.13
N  -0.50895  0.67290  -0.14515  -0.38
C  -0.42889  -0.22272  1.06172  -0.26
C  0.88042  0.47214  -1.54509  -0.59
H  -1.46578  -0.52419  1.30796  0.07
H  0.11028  -1.15811  0.76444  0.04
H  0.03989  0.21964  1.94830  0.06

Values from the calculation:
HOMO-LUMO gap (spin up / spin down) = 8.7 / 8.7 eV



*Q*
This record from the Open Molecules 2025 dataset describes a 2-piece molecular cluster, C2H3NOS overall. The level of theory is ωB97M-V/def2-TZVPD.

Last column: Löwdin charge in e.
Element x y z (Å)
S  2.35704  0.78446  -0.36553  0.87
O  4.31212  -0.75878  0.61039  0.11
N  -0.44382  0.29153  0.70736  -0.02
C  -0.41507  0.78242  -0.46704  -0.29
C  3.48424  -0.08125  0.18320  -0.86
H  -0.67553  0.10693  -1.25382  0.04
H  -0.27906  1.95376  -0.78905  0.10
H  -0.42516  0.82282  1.58387  0.05

Values from the calculation:
HOMO-LUMO gap = 10.5 eV
SMILES = O=C=S.C=N



Most stable structure: *Q*



*P*
This record from the Open Molecules 2025 dataset describes a 2-piece molecular cluster, C2H3NOS overall. The level of theory is ωB97M-V/def2-TZVPD.

Last column: Löwdin charge in e.
Element x y z (Å)
S  3.07271  0.23229  0.15554  0.59
O  0.41285  -0.12467  0.90671  -0.32
N  -0.73145  -0.72729  0.24584  -0.03
C  1.58272  -0.57841  -0.01926  -0.57
C  -1.56283  0.56851  0.02470  0.04
H  -2.77369  0.47786  -0.78327  0.16
H  1.36925  -1.50636  -0.72097  0.10
H  -1.36956  1.65806  0.19071  0.04

Values from the calculation:
HOMO-LUMO gap = 8.7 eV



*Q*
This record from the Open Molecules 2025 dataset describes one molecule with the formula C2H3NOS. The level of theory is ωB97M-V/def2-TZVPD.

Last column: Löwdin charge in e.
Element x y z (Å)
S  -0.97793  0.16615  -0.00760  0.98
O  -2.24642  -1.97977  0.18412  -0.04
N  0.76955  0.21667  -0.10162  -0.31
C  -1.22465  -1.41431  0.45289  -0.69
C  1.23691  1.36713  -0.40313  -0.16
H  -0.52985  -1.97079  1.04751  0.08
H  0.64673  2.22102  -0.64239  0.05
H  2.32566  1.39390  -0.52976  0.08

Values from the calculation:
HOMO-LUMO gap = 10.3 eV
SMILES = C=NSC=O



Most stable structure: *Q*



*P*
This record from the Open Molecules 2025 dataset describes one molecule with the formula C2H3NOS. The level of theory is ωB97M-V/def2-TZVPD.

Last column: Löwdin charge in e.
Element x y z (Å)
S  3.03982  -0.19745  -0.05124  0.68
O  0.43562  -0.29700  -0.13840  -0.22
N  -0.71432  0.54761  -0.18013  0.05
C  -1.63641  -0.35978  0.02288  0.03
C  1.56156  0.43258  0.05337  -0.74
H  -1.35836  -1.37364  -0.08728  0.07
H  -2.64614  -0.23975  0.29062  0.06
H  1.31822  1.48744  0.09016  0.06

Values from the calculation:
HOMO-LUMO gap = 9.1 eV
SMILES = C=NOC=S



*Q*
This record from the Open Molecules 2025 dataset describes one molecule with the formula C2H3NOS. The level of theory is ωB97M-V/def2-TZVPD.

Last column: Löwdin charge in e.
Element x y z (Å)
S  0.13724  -2.45802  0.06424  0.74
O  1.16717  0.23475  0.75800  -0.06
N  -0.66911  -1.19500  -0.04605  -0.56
C  -0.71790  0.01370  -0.56642  -0.25
C  0.30482  0.73663  -0.15881  -0.24
H  0.53416  1.80854  -0.49569  0.14
H  -1.53470  0.31808  -1.16085  0.11
H  0.77833  0.54133  1.60558  0.13

Values from the calculation:
HOMO-LUMO gap (spin up / spin down) = 7.0 / 6.9 eV
SMILES = O/C=C\N=S



Most stable structure: *P*



*P*
This record from the Open Molecules 2025 dataset describes an isolated ion of composition C8H14NO3 and charge +1. The level of theory is ωB97M-V/def2-TZVPD.

Last column: Löwdin charge in e.
Element x y z (Å)
O  -2.29420  -1.01863  0.89445  -0.06
O  -1.52493  1.54760  -1.52754  0.04
O  0.48466  -2.32863  -1.13673  0.07
N  -0.18133  0.09378  1.50446  0.16
C  -0.17276  0.88762  0.24594  -0.21
C  2.24114  1.38664  0.05110  -0.09
C  0.87020  1.60418  -0.15747  -0.03
C  2.85406  0.21664  0.16913  -0.05
C  -2.31070  -0.35459  -0.34785  -0.14
C  1.12952  -1.19324  -0.88642  -0.18
C  1.97456  -0.95016  0.15825  -0.17
C  -1.61901  1.03203  -0.25866  -0.31
H  0.84214  -0.55388  1.36266  0.19
H  -0.18229  0.61037  2.43523  0.20
H  0.99753  -0.55513  -1.85314  0.20
H  -3.03255  -1.16776  1.49588  0.15
H  -0.97361  -0.60028  1.40895  0.07
H  -2.17936  1.14465  -2.01661  0.07
H  -1.87864  -1.15206  -1.15767  0.19
H  -2.14066  1.76030  0.44369  0.19
H  3.87778  0.08811  0.31702  0.11
H  0.66923  -2.93557  -0.39307  0.14
H  2.29855  -1.80323  0.72561  0.13
H  0.60674  2.23371  -0.99762  0.14
H  -3.26787  -0.21409  -0.66602  0.10
H  2.91178  2.22162  0.18641  0.12

Values from the calculation:
HOMO-LUMO gap = 8.4 eV
Net charge = +1
SMILES = [NH3+]\C(=C/C=C\C=C\O)[C@@H](O)CO



*Q*
This record from the Open Molecules 2025 dataset describes an isolated ion of composition C8H14NO3 and charge +1. The level of theory is ωB97M-V/def2-TZVPD.

Last column: Löwdin charge in e.
Element x y z (Å)
O  -1.84419  -0.39212  1.22692  0.08
O  -1.94267  -0.41182  -1.02816  -0.03
O  -1.44636  1.82501  1.85812  0.10
N  1.23223  -0.12038  0.81026  -0.10
C  0.59852  0.34548  -1.42897  -0.09
C  2.00503  -1.06559  0.00774  -0.10
C  1.96970  1.00521  1.27234  0.01
C  0.09007  0.12899  -0.06903  -0.17
C  -1.58679  0.65895  2.13815  -0.26
C  1.76415  -0.71235  -1.46958  -0.11
C  -1.22448  -0.21162  0.03366  -0.34
C  -3.42676  -0.34415  -1.21684  0.08
H  0.75280  -0.45870  1.69794  0.22
H  -0.17896  0.31632  -2.26319  0.16
H  1.78209  -2.13710  0.00025  0.15
H  1.15345  1.27890  -1.59059  0.12
H  -3.87818  -1.31913  -0.97996  0.11
H  2.57183  -0.26189  -2.02148  0.11
H  2.46911  1.47388  0.50557  0.08
H  -3.72094  0.52392  -0.64898  0.10
H  -3.43024  -0.21523  -2.30304  0.11
H  -2.19352  0.41237  3.28706  0.24
H  2.66530  0.60725  2.05449  0.13
H  1.27654  1.74386  1.89326  0.16
H  3.05200  -1.08108  0.26392  0.13
H  1.49029  -1.58897  -2.02982  0.11

Values from the calculation:
HOMO-LUMO gap = 9.0 eV
Net charge = +1
SMILES = CO/C(OC=O)=C1\CCC[N@H+]1C



Most stable structure: *Q*



*P*
This record from the Open Molecules 2025 dataset describes a 2-piece molecular cluster, C7H14N2 overall. The level of theory is ωB97M-V/def2-TZVPD.

Last column: Löwdin charge in e.
Element x y z (Å)
N  2.29027  0.06695  1.84152  -0.13
N  1.87203  -1.24467  1.54975  -0.03
C  -2.66866  0.02675  -1.67283  -0.08
C  -1.82347  -0.87161  -0.85905  -0.48
C  1.76149  2.14182  0.87835  -0.11
C  1.37437  0.97471  1.39606  -0.18
C  2.12199  3.38491  0.65049  -0.05
C  -1.53379  -0.60448  0.40600  0.00
C  -1.21453  -1.91268  -1.65997  -0.11
H  -2.10252  0.84251  -2.14194  0.09
H  -3.51905  0.39538  -1.17480  0.06
H  -0.31881  -1.56490  -2.23280  0.10
H  -0.88473  -1.35596  0.85325  0.05
H  1.86505  -1.77924  2.49028  0.11
H  3.20283  0.27391  1.47194  0.12
H  0.31106  0.77601  1.17446  0.08
H  2.59578  3.69108  -0.32427  0.05
H  2.07293  4.24812  1.37643  0.06
H  -3.05195  -0.57229  -2.53958  0.09
H  2.42615  -1.89433  1.00356  0.07
H  -1.85797  -2.43971  -2.34365  0.06
H  -0.86361  -2.88246  -1.14990  0.10
H  -2.05485  0.30017  1.00670  0.13

Values from the calculation:
HOMO-LUMO gap = 8.9 eV
SMILES = C=C(C)C.C=C=CNN



*Q*
This record from the Open Molecules 2025 dataset describes a 2-piece molecular cluster, C7H14N2 overall. The level of theory is ωB97M-V/def2-TZVPD.

Last column: Löwdin charge in e.
Element x y z (Å)
N  0.36430  0.96454  -0.07195  0.09
N  -1.28999  2.27209  -0.73068  0.05
C  0.46986  -2.12015  -0.51092  -0.34
C  0.14162  0.97209  2.40176  -0.05
C  -0.29774  1.38680  -1.09749  -0.20
C  -0.32557  1.40493  1.06674  -0.33
C  0.98555  -2.26261  -1.95000  -0.13
C  -1.23240  2.32313  0.64409  -0.09
C  0.80053  -3.32972  0.38058  -0.12
H  -1.67234  3.07446  1.26051  0.11
H  -2.18632  2.46383  -1.10657  0.13
H  2.07618  -2.27378  -1.88857  0.07
H  -0.04094  1.31153  -2.13787  0.11
H  0.65978  -3.16880  -2.46002  0.06
H  -0.42355  0.14957  2.83884  0.07
H  0.32615  -4.19449  -0.08364  0.07
H  0.58899  -3.14768  1.42654  0.06
H  0.31481  1.72024  3.17395  0.07
H  1.02532  -1.30577  -0.06604  0.06
H  0.65962  -1.44857  -2.59810  0.05
H  1.88524  -3.43771  0.34586  0.07
H  1.14698  0.58156  2.20598  0.07
H  -0.59187  -1.89582  -0.60350  0.09

Values from the calculation:
HOMO-LUMO gap = 9.6 eV
SMILES = Cc1c[nH]cn1.CCC



Most stable structure: *Q*